This record from the Open Molecules 2025 dataset describes a structure of composition C41H50AsN5OSSi2Ti in a non-equilibrium geometry. The level of theory is ωB97M-V/def2-TZVPD.

XYZ file:
```
102
Properties=species:S:1:pos:R:3
Ti 0.44243 -0.21231 -1.25015
O -0.38291 -1.75350 -0.82124
C 0.09287 -2.98044 -1.18658
C -0.88879 -3.89480 -1.44892
C -0.47180 -5.08383 -2.02978
C 0.89610 -5.38568 -2.23987
C 1.88663 -4.50826 -1.90894
C 1.45199 -3.26173 -1.37302
C 2.43152 -2.24583 -1.16290
N 2.31725 -0.89051 -1.17094
C 3.58726 -0.38066 -0.95216
C 4.47106 -1.40418 -0.91237
N 3.75058 -2.58381 -1.01197
H -1.92698 -3.61886 -1.29764
H -1.17859 -5.84355 -2.35789
H 1.19085 -6.36018 -2.65231
H 2.96295 -4.68613 -2.06580
H 3.81371 0.67177 -0.86294
H 5.53453 -1.29956 -0.73947
H 4.05980 -3.56418 -0.96030
C -0.19718 2.98332 -4.58661
Si -0.31840 2.66844 -2.76828
C -1.16993 4.17744 -2.08828
C 1.49386 2.63430 -2.24931
C -1.23131 0.93118 -2.46406
C -0.76713 -0.03812 -3.48392
C -1.40909 -0.64421 -4.57086
C -0.70833 -1.49339 -5.42501
C 0.69875 -1.67507 -5.30281
C 1.30675 -1.00518 -4.27257
N 0.58042 -0.32301 -3.35014
Si -3.07536 0.85653 -1.98898
C -3.73130 -0.90802 -1.93741
C -3.77114 1.64803 -0.45763
C -3.90278 1.72497 -3.38111
H 0.05094 4.03596 -4.77747
H -1.15842 2.76328 -5.06357
H 0.58226 2.38347 -5.06377
H -1.18319 4.98940 -2.85469
H -0.67983 4.56647 -1.17635
H -2.23601 4.02508 -1.80960
H 1.83080 3.66462 -2.42694
H 2.07746 1.93296 -2.83176
H 1.63437 2.47539 -1.17759
H -2.48660 -0.45034 -4.71855
H -1.26126 -1.92971 -6.26773
H 1.25459 -2.32695 -5.97981
H 2.37043 -0.97693 -4.11204
H -3.13930 -1.57060 -1.26142
H -3.62305 -1.33802 -2.95164
H -4.78784 -0.94300 -1.65502
H -3.66861 0.95504 0.39005
H -4.82209 1.91811 -0.64109
H -3.19413 2.56001 -0.20482
H -3.52422 1.37806 -4.34890
H -3.67238 2.81167 -3.33376
H -4.99063 1.60845 -3.30912
C -2.42985 4.04968 3.77773
N -2.04397 3.15855 2.69913
C -0.88867 3.33015 2.02206
N -0.01603 4.30538 2.35131
S -0.52274 2.32043 0.71418
H -3.45033 3.79425 4.10496
H -2.43306 5.08468 3.48071
H -1.77768 3.93312 4.65870
H -2.69519 2.49671 2.29037
H -0.25744 5.06791 2.99193
H 0.89951 4.30431 1.88557
C 2.60548 3.23088 4.44867
C 1.56629 2.41768 4.94388
C 1.04996 1.33274 4.20382
C 1.56932 1.05839 2.92501
C 2.64447 1.83304 2.43769
C 3.14476 2.91299 3.18382
As 0.88576 -0.34754 1.73732
C -0.83771 -0.95267 2.53504
C -0.79454 -1.50677 3.82674
C -1.96841 -1.97254 4.43128
C -3.17657 -1.94992 3.72793
C -3.22394 -1.44036 2.41489
C -2.04473 -0.99341 1.80513
C 2.00220 -1.88439 2.40172
C 1.52851 -3.19343 2.26601
C 2.31294 -4.28355 2.68200
C 3.53155 -4.06798 3.32592
C 3.97365 -2.76045 3.51290
C 3.26278 -1.66883 2.98458
H 2.95121 4.09451 5.05296
H 1.11776 2.62656 5.93013
H 0.20938 0.73270 4.56353
H 3.04661 1.62296 1.44525
H 3.92494 3.54211 2.74719
H 0.16719 -1.59011 4.35910
H -1.94057 -2.34875 5.45209
H -4.08267 -2.26890 4.21545
H -4.15292 -1.41956 1.83409
H -2.04113 -0.62286 0.78868
H 0.53903 -3.32873 1.84276
H 1.95710 -5.30951 2.48336
H 4.09944 -4.91688 3.72224
H 4.93139 -2.53417 3.99447
H 3.64541 -0.67181 3.10545
```

Calculated values
Highest occupied orbital energy = -12.905 eV
Energy = -163361.1159 eV
Total charge = +2

---

This record from the Open Molecules 2025 dataset describes the molecule CH2Cl2O3 in a non-equilibrium geometry. The level of theory is ωB97M-V/def2-TZVPD.

XYZ file:
```
8
Properties=species:S:1:pos:R:3
O -0.70591 0.02147 1.24049
C -0.23179 0.17184 -0.03798
O 0.95119 0.79065 -0.27383
Cl -1.55680 1.07196 -1.00708
O -0.20020 -1.03463 -0.75808
Cl 0.93810 -2.18915 -0.21692
H -0.10675 -0.56765 1.67918
H 0.91216 1.73551 -0.62579
```

Calculated values
Highest occupied orbital energy = -10.927 eV
Energy = -32254.6612 eV
Relative energy (zero: lowest compared OMol25 entry of this formula, charge and spin) = 0.817 eV
Total charge = 0

---

This record from the Open Molecules 2025 dataset describes a structure of composition C7H15CrN3O11 in a non-equilibrium geometry. The level of theory is ωB97M-V/def2-TZVPD.

XYZ file:
```
37
Properties=species:S:1:pos:R:3
Cr -0.05457 -0.02659 -0.14628
C 3.68266 1.31734 -0.77442
C 2.67476 1.69816 0.30566
O 1.44418 1.43551 0.23020
O 3.17070 2.24673 1.31105
H 3.66761 0.24387 -0.99802
H 4.75051 1.41979 -0.57788
H 3.46491 1.90570 -1.67039
C -3.01879 1.66060 2.74367
C -1.70632 1.84415 1.90266
O -0.76371 2.35326 2.50819
O -1.56310 1.02994 0.93219
H -3.75425 2.45205 2.57046
H -2.79439 1.59053 3.80698
H -3.55381 0.73384 2.52184
C 1.33711 -2.29052 3.73481
C 1.25238 -1.05130 2.81813
O 1.68505 0.01028 3.28707
O 0.67046 -1.13550 1.68630
H 0.51663 -2.98914 3.55927
H 1.34225 -2.05599 4.79855
H 2.28699 -2.78581 3.51667
N -1.86376 -2.58293 -1.28883
O -2.89715 -2.92927 -1.91182
O -1.75961 -1.47305 -0.70832
O -0.84190 -3.29928 -1.21723
C -1.31633 0.65840 -3.10961
O -0.62710 0.70561 -2.09237
N -0.87013 1.02098 -4.31495
N -2.54675 0.10498 -3.12755
H -1.51055 0.82179 -5.06035
H 0.04310 1.39839 -4.48326
H -2.77386 -0.26247 -4.03381
H -2.92827 -0.35991 -2.31368
O 1.41201 -1.15836 -1.22796
H 1.40927 -1.23708 -2.18513
H 2.33378 -1.01471 -0.99182
```

Calculated values
2S+1 = 5
Highest occupied orbital energy (spin up / spin down) = -0.432 / -1.413 eV
Energy = -62916.5400 eV
Relative energy (zero: lowest compared OMol25 entry of this formula, charge and spin) = 0.000 eV
Total charge = -2

---

This record from the Open Molecules 2025 dataset describes a cluster of 10 separate species, C35H43BF10NO32S2 in total in a non-equilibrium geometry. The level of theory is ωB97M-V/def2-TZVPD.

XYZ file:
```
124
Properties=species:S:1:pos:R:3
C 3.80450 -0.23902 4.66715
C 4.39724 -1.00460 3.98455
C 4.83885 -1.90625 2.90342
B 3.58680 -2.59530 2.07175
C 2.89201 -1.58880 0.99232
N 3.14521 -0.14219 1.29515
C 2.48024 -3.08770 3.17498
C 1.34831 -4.01361 2.64687
C 0.19971 -4.04401 3.73203
C -1.16953 -3.58457 3.21032
S -1.30259 -1.81449 2.96411
O -0.06915 -1.18701 2.63623
O -1.90956 -1.19658 4.11125
O -2.25601 -1.65586 1.64923
S 4.37841 -4.12834 1.17599
O 5.81384 -4.01167 1.15041
O 3.88518 -4.31595 -0.16496
F 4.07674 -5.51747 1.99688
H 3.45694 0.24981 5.54708
H 5.57737 -1.46469 2.22770
H 5.35586 -2.74553 3.40147
H 1.79513 -1.74360 1.00850
H 3.18411 -1.76390 -0.05526
H 2.89764 0.39910 0.47543
H 2.46950 0.10750 2.01179
H 2.96535 -3.61814 4.01750
H 1.98038 -2.22716 3.63797
H 1.67306 -5.05235 2.51722
H 0.91533 -3.69497 1.68996
H 0.53211 -3.49955 4.62087
H 0.06404 -5.08940 4.04587
H -1.91851 -3.84324 3.97077
H -1.49377 -4.09098 2.29421
H -2.31753 -0.69288 1.52259
C -4.19124 -1.87493 -2.72563
C -3.18813 -2.73911 -2.01874
O -2.17515 -1.82033 -1.65632
C -2.79897 -0.61418 -1.49945
O -2.31717 0.31696 -0.94745
O -4.04573 -0.62635 -2.04251
F -2.65582 -3.66496 -2.85452
H -3.96136 -1.73801 -3.78449
H -5.19728 -2.26141 -2.63341
H -3.57145 -3.23128 -1.12398
C -5.05620 -2.36793 4.66472
C -5.96017 -2.36861 5.86561
O -6.36471 -3.71060 5.96907
C -5.35413 -4.46497 5.45250
O -5.24914 -5.62940 5.62797
O -4.48610 -3.69490 4.73290
F -7.06169 -1.59918 5.65710
H -5.60617 -2.25386 3.72838
H -4.28544 -1.60088 4.71662
H -5.47513 -2.06390 6.79472
C -9.13446 -4.60976 -2.42505
C -8.21691 -4.45991 -3.60969
O -7.15727 -3.67621 -3.08102
C -7.09121 -3.96522 -1.75315
O -6.16960 -3.70350 -1.05382
O -8.21110 -4.60020 -1.33081
F -8.81146 -3.77616 -4.61401
H -9.82390 -3.76992 -2.32636
H -9.70535 -5.53484 -2.44876
H -7.81750 -5.39952 -3.99538
C 2.73235 5.08346 0.11066
C 2.03856 3.81481 -0.30468
O 2.54295 2.86212 0.60868
C 2.84246 3.55513 1.75753
O 3.03198 3.06262 2.80778
O 2.87946 4.89910 1.51770
F 2.40007 3.44730 -1.56695
H 3.71813 5.19249 -0.34443
H 2.14479 5.97341 -0.10744
H 0.94867 3.85010 -0.23239
C -7.34590 -6.64647 1.55192
C -6.24478 -5.62638 1.64737
O -5.07607 -6.40455 1.45663
C -5.44074 -7.45828 0.67015
O -4.68625 -8.16099 0.09560
O -6.79752 -7.58972 0.62846
F -6.20923 -5.06850 2.88678
H -7.53864 -7.13754 2.50765
H -8.27645 -6.22691 1.17527
H -6.27313 -4.84935 0.89117
C 5.91065 8.28070 2.00862
C 7.04834 7.30756 2.17229
O 6.70698 6.27643 1.26288
C 5.98555 6.86620 0.27002
O 5.76387 6.36702 -0.78268
O 5.55950 8.10141 0.63270
F 7.08750 6.79550 3.42479
H 5.05562 8.02942 2.63796
H 6.20325 9.30734 2.20792
H 8.03033 7.71089 1.91471
C 0.81436 -1.49665 -3.62785
C 1.99141 -2.18127 -4.26698
O 1.70954 -2.03748 -5.65606
C 0.98289 -0.89668 -5.78391
O 0.80037 -0.32944 -6.81204
O 0.49676 -0.48298 -4.59074
F 2.02739 -3.49591 -3.95954
H -0.04029 -2.16418 -3.50825
H 1.05627 -1.06021 -2.66332
H 2.95618 -1.72840 -4.04099
C 4.77840 13.72635 2.16194
C 5.89097 12.73214 2.36580
O 5.19096 11.51967 2.58527
C 4.00901 11.63212 1.89925
O 3.30206 10.72428 1.64122
O 3.76648 12.92297 1.55297
F 6.62036 13.02401 3.47112
H 4.40636 14.12907 3.10555
H 5.06490 14.55161 1.51398
H 6.55821 12.61895 1.50879
C 1.62475 1.35613 -9.32908
C 2.63401 0.72745 -10.25181
O 2.02958 0.88159 -11.52539
C 1.25295 2.00335 -11.45020
O 0.81608 2.57716 -12.38871
O 1.05553 2.37635 -10.16195
F 2.78859 -0.59332 -9.99654
H 0.84664 0.65785 -9.02506
H 2.07740 1.78444 -8.43857
H 3.61230 1.21313 -10.25205
```

Calculated values
Highest occupied orbital energy = -4.969 eV
Energy = -153525.1977 eV
Total charge = -1

---

This record from the Open Molecules 2025 dataset describes a cluster of 5 separate species, C3H14NO4 in total in a non-equilibrium geometry. The level of theory is ωB97M-V/def2-TZVPD.

XYZ file:
```
22
Properties=species:S:1:pos:R:3
C 1.98214 0.09936 -1.76997
C 2.23502 -1.13789 -2.13235
C 0.06136 1.20252 -0.98738
N 0.94035 0.32402 -0.76696
H 2.48184 1.00342 -2.08237
H 1.74716 -1.97065 -1.64106
H 2.83391 -1.39920 -2.99027
H -0.77750 1.38057 -0.32184
H -0.00450 1.81029 -1.87959
H 1.13141 -0.08576 0.15421
H -1.77493 -0.16714 2.90108
H -0.87470 -1.16092 2.15986
O -0.87142 -0.30359 2.60120
H -2.87369 2.98696 -1.84649
H -2.03342 3.83591 -2.74562
O -1.95473 3.10921 -2.11541
H -3.58325 -3.22427 1.67430
H -2.29090 -3.96563 1.48158
O -2.63852 -3.12239 1.79595
H 2.37392 0.09767 2.67471
H 0.89806 0.34872 2.33129
O 1.73334 0.00205 1.96640
```

Calculated values
Highest occupied orbital energy = -14.519 eV
Energy = -13010.7499 eV
Relative energy (zero: lowest compared OMol25 entry of this formula, charge and spin) = 1.879 eV
Total charge = +1

---

This record from the Open Molecules 2025 dataset describes a structure of composition C6H14LiN4O. The level of theory is ωB97M-V/def2-TZVPD.

XYZ file:
```
26
Properties=species:S:1:pos:R:3
N -0.23930 -1.81882 -2.23868
C -0.48161 -0.96117 -1.06562
N -1.83243 -0.43776 -1.16687
N -0.44094 -1.68012 0.18538
C 0.63580 0.11272 -1.01344
C 0.81986 1.06956 0.19089
C -0.44703 1.60676 0.90409
C -0.57983 0.78435 2.18856
C 0.68983 -0.03625 2.27779
O 0.96532 -0.86286 3.09462
N 1.56615 0.33499 1.21421
H 0.46403 -1.44482 -2.86590
H 0.11338 -2.72142 -1.94256
H -1.93956 0.37143 -1.76160
H -2.21946 -0.24757 -0.25332
H 0.47582 -2.05929 0.39386
H -1.11330 -2.44044 0.17779
H 0.50232 0.69445 -1.95827
H 1.59138 -0.41301 -1.09337
H 1.42514 1.90390 -0.17295
H -1.33752 1.57021 0.28358
H -0.27615 2.65417 1.15037
H -0.57259 1.43985 3.06103
H -1.45628 0.14770 2.26472
H 2.40522 0.78847 1.55178
Li 1.28173 1.64499 -3.40608
```

Calculated values
Highest occupied orbital energy = -12.487 eV
Energy = -14655.4908 eV
Relative energy (zero: lowest compared OMol25 entry of this formula, charge and spin) = 0.000 eV
Total charge = +1

---

This record from the Open Molecules 2025 dataset describes a cluster of 2 separate species, C2H9NS2 in total in a non-equilibrium geometry. The level of theory is ωB97M-V/def2-TZVPD.

XYZ file:
```
14
Properties=species:S:1:pos:R:3
C -0.72123 -0.19255 1.05899
S 0.65245 -1.47601 1.10525
S 2.29925 -0.23199 1.62952
H -0.43800 0.63702 1.71449
H -1.68456 -0.63403 1.28756
H -0.81580 0.31030 0.09333
H 3.08790 -0.35792 0.62036
C -2.54113 1.56806 -3.71367
N -2.39767 1.83572 -2.27064
H -2.91465 0.54421 -3.88303
H -1.63911 1.90881 -4.21561
H -3.34421 2.11403 -4.27795
H -3.30649 2.11256 -1.91184
H -2.15811 0.95446 -1.83639
```

Calculated values
Highest occupied orbital energy = -8.892 eV
Energy = -25379.6369 eV
Relative energy (zero: lowest compared OMol25 entry of this formula, charge and spin) = 1.077 eV
Total charge = 0

---

This record from the Open Molecules 2025 dataset describes the molecule C7H12FN3O2 in a non-equilibrium geometry. The level of theory is ωB97M-V/def2-TZVPD.

XYZ file:
```
25
Properties=species:S:1:pos:R:3
C -1.30529 1.84660 -0.35728
C -0.26579 1.02009 0.48970
C -0.96247 0.51079 1.77536
C 0.86246 1.83368 0.98264
N 0.24515 -0.15014 -0.23396
N 1.54462 -0.13966 -0.30878
C 2.02596 -1.23518 -0.68289
F 3.31633 -1.18352 -0.98486
C 1.34655 -2.55932 -0.70340
O 1.85279 -3.65341 -0.71915
N -0.02341 -2.43995 -0.64245
C -0.65118 -1.18974 -0.78381
O -0.87213 -0.88767 -2.04874
H -0.62823 2.62012 -0.91187
H -1.83653 1.19866 -1.00977
H -1.99425 2.31054 0.27625
H -0.46335 -0.17990 2.45460
H -1.85305 0.05388 1.29048
H -1.37470 1.42718 2.43053
H 1.44350 1.28539 1.73311
H 1.47081 1.95513 0.05033
H 0.33855 2.76946 1.41299
H -0.61941 -3.26850 -0.69672
H -1.53715 -1.12749 -0.28349
H -0.05978 -0.81705 -2.52882
```

Calculated values
Highest occupied orbital energy = -8.571 eV
Energy = -18734.0962 eV
Relative energy (zero: lowest compared OMol25 entry of this formula, charge and spin) = 0.000 eV
Total charge = 0

---

Look up the energy of the second one.
-32254.6612 eV

---

Among the records above, which one has the lowest energy?
C41H50AsN5OSSi2Ti

---

Look up the energy of the fifth one.
-13010.7499 eV

---

The lowest total charge belongs to which entry?
C7H15CrN3O11